1.
Molecular formula: C4H8N2O
Method: DFT, the ωB97M-V functional and the def2-TZVPD basis

```
15
Properties=species:S:1:pos:R:3:lowdin_charge:R:1
C 0.24144 -0.13264 2.88278 -0.388
N -0.05223 1.13533 2.43130 0.104
O -0.05099 -1.14617 2.29035 0.011
H 0.86229 -0.17065 3.78941 0.135
H 0.08057 1.82768 3.16245 0.098
H -0.95028 1.27215 1.99297 0.085
C -0.29337 -0.60264 -1.08321 -0.092
C -0.83680 0.66191 -1.03018 0.204
C 0.91098 -0.94498 -3.06936 0.131
N 0.80946 -0.85352 -1.81276 0.126
H -0.61648 -1.42842 -0.45496 0.143
H -0.26203 1.50992 -1.37896 0.105
H -1.77890 0.88513 -0.54959 0.098
H 1.91002 -1.03342 -3.47982 0.116
H 0.02632 -0.97970 -3.69043 0.123
```

Results
LUMO energy (alpha / beta) = -4.71 / -7.99 eV
spin multiplicity = 2
energy relative to the best compared isomer or geometry (same formula, charge and spin) = 1.7924 eV
HOMO (alpha / beta) = -13.45 / -13.42 eV
total charge = +1
HOMO-LUMO gap (alpha / beta) = 8.7 / 5.4 eV


2.
Molecular formula: C5H10N2O2S
Method: DFT, the ωB97M-V functional and the def2-TZVPD basis

```
20
Properties=species:S:1:pos:R:3:lowdin_charge:R:1
C 2.39006 -0.48085 1.31180 -0.058
N 1.22245 -0.00264 0.63400 -0.002
C 1.08390 0.19208 -0.65380 -0.637
O 1.83448 -0.02739 -1.53731 0.135
O -0.13090 0.81485 -0.98007 0.019
C -1.14725 0.84965 0.02745 -0.491
C -1.62498 2.22735 0.39805 -0.020
N -1.64896 -0.20780 0.44588 -0.336
S -1.98188 -1.72949 0.05478 0.866
C -0.94116 -2.06096 -1.38232 -0.396
H 2.69423 0.52002 1.72504 0.103
H 2.07359 -1.12461 2.13855 0.087
H 3.20418 -0.85446 0.67051 0.100
H 0.72189 0.68602 1.32320 0.194
H -1.77619 2.68945 -0.69346 0.127
H -2.63865 2.20325 0.81421 0.075
H -0.97668 3.05601 0.84798 0.097
H -1.40296 -2.94039 -1.93252 0.050
H -0.01384 -2.60376 -1.14507 0.039
H -0.94133 -1.20630 -2.06690 0.047
```

Results
SMILES string = CNC(=O)O/C(C)=N\SC
LUMO energy = 0.60 eV
spin multiplicity = 1
energy relative to the best compared isomer or geometry (same formula, charge and spin) = 0.9453 eV
HOMO = -8.39 eV
total charge = 0
HOMO-LUMO gap = 9.0 eV


3.
Molecular formula: C2H8N3O
Method: DFT, the ωB97M-V functional and the def2-TZVPD basis

```
14
Properties=species:S:1:pos:R:3:lowdin_charge:R:1
C 1.96251 0.50948 -0.20282 -0.338
N 2.26085 1.79449 -0.09889 0.170
O 0.85766 0.03161 0.06319 -0.057
H 2.74310 -0.10005 -0.66088 0.147
H 3.15984 2.15811 -0.37017 0.122
H 1.57329 2.50263 0.10227 0.124
N -1.24062 -1.82898 0.35414 0.190
C -2.11591 -0.88911 0.07708 -0.160
N -1.82018 0.34636 -0.26051 0.180
H -0.28850 -1.54242 0.12739 0.094
H -1.33797 -2.47945 1.11640 0.144
H -3.16898 -0.98642 0.30759 0.157
H -2.54263 1.04195 -0.15745 0.136
H -0.85113 0.67856 -0.19839 0.091
```

Results
LUMO energy = -3.36 eV
spin multiplicity = 1
energy relative to the best compared isomer or geometry (same formula, charge and spin) = 0.3693 eV
HOMO = -14.76 eV
total charge = +1
HOMO-LUMO gap = 11.4 eV


4.
Molecular formula: C9H14
Method: DFT, the ωB97M-V functional and the def2-TZVPD basis

```
23
Properties=species:S:1:pos:R:3:lowdin_charge:R:1
C 2.66015 -1.64739 2.12248 -0.053
C 1.22297 -1.34542 1.83487 -0.278
C 0.30615 -1.00284 2.84423 -0.061
C -0.73574 -0.12014 2.60737 -0.087
C -1.08913 0.19092 1.28536 -0.090
C -0.41274 -0.42992 0.22231 -0.096
C 0.72305 -1.19287 0.54727 -0.058
H 3.33484 -0.90128 1.69583 0.083
H 2.98364 -2.50964 1.52226 0.081
H 2.87566 -1.72814 3.18532 0.076
H 0.40579 -1.42853 3.83578 0.107
H -1.40289 0.34866 3.32623 0.102
H -1.97421 0.76040 1.03436 0.094
H -0.76204 -0.48411 -0.78938 0.059
H 1.19331 -1.43450 -0.39971 0.108
C -1.48350 2.06089 -3.60162 -0.175
C -0.83290 1.19954 -2.54894 -0.184
H -2.54624 2.25259 -3.63265 0.056
H -1.11917 3.08964 -3.71967 0.063
H -1.26351 1.56983 -4.56458 0.064
H 0.02351 1.57411 -1.99650 0.072
H -1.56272 0.92402 -1.78154 0.044
H -0.54427 0.25419 -3.02908 0.072
```

Results
SMILES string = Cc1ccccc1.CC
LUMO energy = 0.99 eV
spin multiplicity = 1
energy relative to the best compared isomer or geometry (same formula, charge and spin) = 1.3752 eV
HOMO = -8.74 eV
total charge = 0
HOMO-LUMO gap = 9.7 eV


5.
Molecular formula: C64H160Cl2N21O17P7
Method: DFT, the ωB97M-V functional and the def2-TZVPD basis

```
271
Properties=species:S:1:pos:R:3:lowdin_charge:R:1
Cl 0.95372 -4.54302 4.47761 0.618
C -0.14969 -3.57782 3.46377 -0.654
C -0.64816 -4.23120 2.18965 -0.611
Cl 0.65631 -4.42738 0.98484 0.605
H 0.36283 -2.63573 3.26908 0.043
H -0.99996 -3.18597 4.02198 0.077
H -1.40512 -3.57941 1.75344 0.047
H -1.20086 -5.15797 2.34365 0.084
O 5.99390 -5.98007 -2.42042 -0.295
P 5.09778 -5.24912 -3.35872 0.595
N 5.83600 -4.02758 -4.27375 -0.311
C 7.31359 -3.84349 -4.26336 -0.094
C 5.18526 -3.27974 -5.34294 -0.113
N 3.77290 -4.43824 -2.63955 -0.299
C 3.99566 -3.20398 -1.88736 -0.114
C 2.71945 -5.17969 -1.99696 -0.122
N 4.46528 -6.25944 -4.57348 -0.305
C 3.33439 -5.86753 -5.36868 -0.149
C 5.01596 -7.54859 -4.88900 -0.115
H 7.58652 -2.79376 -4.15523 0.072
H 7.68600 -4.12533 -5.24823 0.073
H 7.78844 -4.50026 -3.53448 0.071
H 4.12418 -3.13977 -5.13653 0.067
H 5.25827 -3.86875 -6.25718 0.079
H 5.68577 -2.31338 -5.40412 0.074
H 4.12562 -3.35388 -0.81557 0.085
H 4.91575 -2.69300 -2.17098 0.069
H 3.19180 -2.49781 -2.09526 0.072
H 2.35707 -5.91154 -2.71889 0.083
H 3.14749 -5.53699 -1.06036 0.075
H 1.89081 -4.58131 -1.61829 0.037
H 2.83619 -4.99362 -4.94894 0.054
H 3.51326 -5.70287 -6.43122 0.088
H 2.56866 -6.62832 -5.21716 0.071
H 5.01565 -8.14054 -3.97374 0.076
H 6.04571 -7.48536 -5.24072 0.079
H 4.45876 -8.16984 -5.59021 0.086
O 6.25795 -8.36756 4.08156 -0.300
P 5.97635 -7.08518 3.39569 0.626
N 4.31636 -6.70435 3.22767 -0.305
C 3.82293 -5.49839 2.57649 -0.152
C 3.24055 -7.35269 4.05715 -0.092
N 6.54120 -7.06032 1.76823 -0.309
C 5.74001 -7.79709 0.75048 -0.099
C 7.98156 -7.12111 1.53269 -0.113
N 6.55345 -5.63878 4.23294 -0.322
C 6.01235 -5.35281 5.51023 -0.139
C 6.92967 -4.51329 3.45022 -0.154
H 3.75870 -4.70003 3.31581 0.046
H 2.79258 -5.60232 2.23637 0.013
H 4.44100 -5.29204 1.70270 0.072
H 3.58647 -8.35196 4.32154 0.070
H 2.28410 -7.34308 3.53445 0.069
H 3.21482 -6.82902 5.01277 0.059
H 4.66974 -7.61677 0.85101 0.064
H 5.93611 -7.60785 -0.30490 0.064
H 5.88760 -8.86608 0.90402 0.078
H 8.26447 -6.79397 0.53217 0.086
H 8.52017 -6.61950 2.33667 0.071
H 8.24044 -8.17471 1.63761 0.078
H 5.96853 -6.23899 6.14337 0.087
H 6.70262 -4.69277 6.03558 0.086
H 5.04018 -4.87466 5.39036 0.059
H 6.40720 -3.57494 3.63629 0.077
H 6.61944 -4.67408 2.41775 0.062
H 8.01392 -4.46510 3.55117 0.083
O 1.36981 3.16669 -0.98400 -0.295
P 0.77413 4.52170 -1.24365 0.666
N 0.08717 5.22469 0.18446 -0.288
C -0.18088 4.42848 1.40026 -0.097
C -0.35141 6.65497 0.24786 -0.082
N -0.46184 4.59196 -2.42311 -0.275
C -0.95719 5.77294 -3.01052 -0.168
C -1.05874 3.29763 -2.98478 -0.040
N 1.93326 5.73117 -1.78771 -0.293
C 2.55384 5.73276 -3.10098 -0.122
C 2.80593 6.50487 -0.89625 -0.119
H 0.64974 3.77009 1.65460 0.052
H -0.87133 3.65203 1.07086 0.040
H -0.53419 5.05020 2.22290 0.083
H -0.95662 6.82624 1.13808 0.074
H -0.83394 6.98276 -0.67291 0.060
H 0.57737 7.14364 0.54225 0.059
H -1.04702 5.84365 -4.09451 0.099
H -1.92800 6.05450 -2.60265 0.030
H -0.33446 6.62023 -2.72346 0.071
H -0.68902 2.42485 -2.44658 0.046
H -2.14809 3.32705 -2.96158 0.067
H -0.65958 3.17614 -3.99176 0.084
H 2.71249 6.71283 -3.55086 0.085
H 3.51955 5.22762 -3.08276 0.077
H 1.95029 5.13155 -3.78096 0.074
H 3.74887 5.96222 -0.82920 0.068
H 2.40037 6.43343 0.11296 0.055
H 2.94271 7.54373 -1.19652 0.089
O 1.20134 0.87417 4.03432 -0.293
P 1.90969 0.36305 5.21380 0.612
N 3.01953 -0.90968 4.79081 -0.252
C 3.22528 -1.34152 3.34384 -0.066
C 3.62150 -1.80929 5.74489 -0.137
N 0.87557 -0.18431 6.48041 -0.288
C 0.26339 -1.50314 6.52617 -0.118
C 0.18925 0.87776 7.24180 -0.115
N 2.83776 1.57950 6.00392 -0.305
C 3.83558 1.19090 6.99483 -0.109
C 2.64611 3.00700 5.77368 -0.124
H 2.62083 -2.23131 3.16775 0.044
H 4.25646 -1.62249 3.12976 0.077
H 2.83496 -0.64233 2.60432 0.055
H 3.67655 -2.83955 5.39329 0.061
H 2.98499 -1.83288 6.62943 0.064
H 4.58175 -1.41209 6.07391 0.077
H 0.68796 -2.15068 5.75901 0.022
H 0.43588 -1.99999 7.48089 0.088
H -0.80105 -1.41929 6.30699 0.074
H -0.62839 0.53614 7.87650 0.085
H 0.87920 1.26545 7.99131 0.069
H -0.13183 1.76984 6.70401 0.069
H 3.53052 0.28672 7.52162 0.066
H 4.77179 1.03442 6.45899 0.084
H 3.93175 1.94064 7.78016 0.085
H 1.96163 3.48621 6.47363 0.070
H 2.18438 3.11810 4.79257 0.058
H 3.53532 3.63732 5.78346 0.083
O -1.50541 1.63138 -6.95133 -0.297
P -2.78670 0.92768 -6.66570 0.610
N -4.26324 1.85665 -6.49033 -0.311
C -4.67396 2.62110 -7.64816 -0.111
C -4.73040 2.34172 -5.23479 -0.141
N -2.64325 0.02293 -5.24085 -0.287
C -3.81223 -0.78904 -4.82867 -0.111
C -1.39194 -0.22365 -4.51176 -0.080
N -3.08855 -0.26137 -7.85004 -0.300
C -4.39241 -0.93179 -8.03478 -0.133
C -2.31346 -0.18701 -9.08006 -0.121
H -4.63897 2.01682 -8.55465 0.070
H -3.98214 3.44548 -7.82102 0.082
H -5.66824 3.04827 -7.51767 0.086
H -4.16380 3.25554 -5.05590 0.068
H -4.63776 1.63218 -4.41255 0.053
H -5.76401 2.68705 -5.25725 0.094
H -4.75811 -0.33537 -5.12465 0.057
H -3.84440 -1.66850 -5.47180 0.063
H -3.74000 -1.09159 -3.78400 0.072
H -0.65009 0.51070 -4.82560 0.074
H -1.58444 -0.00207 -3.46202 0.064
H -1.01301 -1.23508 -4.65846 0.066
H -4.32048 -2.01304 -8.15234 0.078
H -5.16680 -0.71585 -7.29871 0.065
H -4.85171 -0.61642 -8.97163 0.072
H -1.28052 -0.08715 -8.74667 0.075
H -2.63576 0.68530 -9.64865 0.077
H -2.42871 -1.09285 -9.67527 0.083
O -5.16570 1.63402 3.17723 -0.250
P -4.63512 2.05546 4.44362 0.595
N -5.12554 3.66493 4.91351 -0.271
C -6.42719 4.13170 4.43179 -0.124
C -4.54281 4.52961 5.99157 -0.117
N -2.96735 2.09910 4.59934 -0.288
C -2.28491 0.83043 4.62664 -0.119
C -2.22298 3.09912 3.84811 -0.110
N -5.12655 1.08973 5.80830 -0.306
C -5.00834 1.51361 7.13126 -0.167
C -6.27325 0.27511 5.59028 -0.131
H -6.79958 5.09562 4.77861 0.084
H -7.26494 3.45684 4.60745 0.074
H -6.41462 4.13502 3.34187 0.047
H -5.09388 4.48572 6.93099 0.067
H -4.47933 5.56685 5.66262 0.075
H -3.51549 4.27214 6.24929 0.065
H -2.63558 0.15765 3.84402 0.062
H -1.20331 0.90089 4.51139 0.055
H -2.47293 0.27126 5.54320 0.074
H -1.18260 3.12926 4.17185 0.082
H -2.18436 2.70796 2.83144 0.066
H -2.60743 4.11906 3.85125 0.080
H -5.07933 0.69713 7.84988 0.090
H -4.03395 1.92774 7.39041 0.081
H -5.77332 2.24020 7.40507 0.081
H -6.90348 0.43215 6.46564 0.080
H -5.96602 -0.77052 5.57109 0.083
H -6.84279 0.38649 4.66761 0.077
O -7.38302 4.83531 -2.68900 -0.304
P -6.50438 4.98015 -1.48762 0.586
N -5.03855 5.76129 -1.95311 -0.273
C -4.03717 6.20678 -0.95269 -0.129
C -4.48111 5.74299 -3.31005 -0.122
N -5.91918 3.55370 -0.81699 -0.296
C -5.87432 2.37151 -1.71633 -0.072
C -5.10490 3.48563 0.42567 -0.102
N -7.13518 5.94602 -0.21755 -0.318
C -8.07247 5.31446 0.73247 -0.109
C -7.45261 7.32646 -0.41956 -0.130
H -3.20167 5.51260 -0.86239 0.062
H -4.50079 6.32569 0.02660 0.065
H -3.66416 7.19492 -1.22203 0.079
H -5.22967 5.95290 -4.07405 0.081
H -3.95855 4.82861 -3.59102 0.045
H -3.78145 6.56182 -3.47762 0.069
H -6.85535 1.97011 -1.97041 0.088
H -5.22474 2.67231 -2.53831 0.058
H -5.42934 1.57895 -1.11470 0.061
H -5.33870 4.34043 1.06030 0.064
H -5.34348 2.63245 1.06069 0.047
H -4.05501 3.32717 0.17925 0.072
H -7.70396 4.31986 0.98362 0.062
H -8.00917 5.83800 1.68641 0.076
H -9.11385 5.27496 0.41298 0.086
H -8.36004 7.25637 -1.01937 0.083
H -6.72252 7.90464 -0.98592 0.082
H -7.75175 7.85655 0.48467 0.083
O 0.07219 -6.29205 -5.73891 0.090
C -0.60265 -5.62089 -4.96698 -0.459
O -1.44107 -6.14837 -4.06569 0.045
C -2.04231 -5.18445 -3.25217 -0.176
C -1.12860 -3.98043 -3.36020 -0.153
C -0.58006 -4.12034 -4.77003 -0.072
H -2.22562 -5.43464 -2.20723 0.125
H -3.04739 -5.01580 -3.63877 0.125
H -0.36522 -3.95946 -2.58244 0.103
H -1.59475 -3.00395 -3.22871 0.090
H 0.42346 -3.79690 -5.04650 0.125
H -1.24114 -3.72522 -5.54137 0.129
O 5.59738 0.52514 2.12312 0.116
C 5.02202 1.54880 1.87320 -0.479
O 5.17671 2.21229 0.71391 0.022
C 4.35177 3.36327 0.62839 -0.166
C 3.24178 3.16496 1.66260 -0.131
C 4.03619 2.33455 2.70221 -0.084
H 3.89734 3.62817 -0.32629 0.100
H 5.02116 4.19305 0.85530 0.128
H 2.40994 2.52847 1.36089 0.088
H 3.00394 4.10612 2.15834 0.116
H 3.48626 1.70219 3.39921 0.075
H 4.64785 3.01296 3.29696 0.131
O 0.46267 -1.24025 -1.56867 0.077
C 0.07362 -0.37561 -0.77273 -0.416
O -1.00992 0.44328 -0.98874 -0.010
C -1.39816 1.10127 0.19312 -0.163
C -0.63738 0.32839 1.25741 -0.158
C 0.56675 -0.20056 0.59530 -0.075
H -2.45314 1.09956 0.46720 0.115
H -1.04910 2.12560 0.06277 0.089
H -1.27733 -0.40857 1.74264 0.112
H -0.43546 0.94977 2.12989 0.090
H 0.86518 -1.14913 1.04170 0.118
H 1.35358 0.54851 0.68408 0.131
O 2.59069 2.55192 -4.94921 0.097
C 3.14271 1.92387 -4.06242 -0.442
O 4.27823 2.47240 -3.49051 0.002
C 4.93999 1.45144 -2.81001 -0.157
C 4.24185 0.11129 -3.22519 -0.119
C 2.82146 0.54144 -3.59035 -0.061
H 4.89063 1.73109 -1.75765 0.102
H 6.00580 1.53737 -3.02155 0.125
H 4.25621 -0.64703 -2.44235 0.082
H 4.73349 -0.35716 -4.07780 0.106
H 2.13092 0.47867 -2.74932 0.112
H 2.50017 -0.10785 -4.40478 0.130
O -3.68978 -1.86358 2.81602 0.121
C -4.03177 -1.88853 1.67749 -0.507
O -3.63076 -2.84443 0.87757 0.014
C -3.98068 -2.67638 -0.44441 -0.148
C -4.30295 -1.15366 -0.49627 -0.137
C -4.94417 -0.96139 0.85576 -0.056
H -4.73371 -3.41406 -0.72166 0.135
H -3.06447 -2.93339 -0.97603 0.119
H -5.00332 -1.02715 -1.32185 0.108
H -3.43830 -0.51353 -0.67157 0.098
H -5.98437 -1.27516 0.94316 0.139
H -4.86567 0.04792 1.25979 0.092
```

Results
LUMO energy = 0.10 eV
spin multiplicity = 1
HOMO = -7.78 eV
total charge = 0
HOMO-LUMO gap = 7.9 eV


Question: What is the formula in the first record?
Answer: C4H8N2O